Entry 1:
118
Properties=species:S:1:pos:R:3 method="wB97M-V/def2-TZVPD" charge=+1 homo_lumo_gap_ev="7.574 / 7.821" e_homo_ev="-9.8 / -10.0" multiplicity=5
Fe 0.23 0.34 0.94
O -0.33 -1.66 0.19
S -0.65 -0.92 -1.08
C 0.19 -1.91 -2.33
C -0.46 -2.17 -3.52
C 0.12 -2.90 -4.57
C 1.38 -3.38 -4.39
C 2.25 -4.22 -5.28
C 3.59 -4.35 -4.52
C 3.39 -3.58 -3.25
C 4.25 -3.30 -2.23
C 3.77 -2.48 -1.19
C 2.48 -1.98 -1.10
P 2.28 -0.93 0.42
C 2.86 -2.12 1.68
C 3.20 -1.61 2.94
C 3.63 -2.44 3.95
C 3.71 -3.81 3.74
C 3.33 -4.33 2.51
C 2.89 -3.50 1.50
C 3.76 0.10 0.10
C 4.89 0.16 0.91
C 5.98 0.92 0.53
C 5.97 1.65 -0.65
C 4.86 1.58 -1.47
C 3.75 0.84 -1.09
C 1.56 -2.28 -2.14
C 2.08 -3.06 -3.21
C -2.38 -1.25 -1.45
C -2.93 -2.47 -1.72
C -4.21 -2.61 -2.30
C -4.86 -1.47 -2.69
C -6.15 -1.26 -3.44
C -6.26 0.28 -3.61
C -5.07 0.84 -2.91
C -4.62 2.12 -2.73
C -3.48 2.32 -1.95
C -2.73 1.30 -1.39
P -1.56 1.80 -0.03
C -2.92 2.37 1.10
C -3.68 3.53 0.97
C -4.74 3.74 1.83
C -5.06 2.82 2.82
C -4.30 1.68 2.96
C -3.23 1.47 2.11
C -0.92 3.38 -0.68
C -0.83 4.49 0.15
C -0.33 5.69 -0.34
C 0.11 5.77 -1.65
C 0.05 4.66 -2.47
C -0.46 3.46 -1.99
C -3.09 -0.04 -1.69
C -4.30 -0.22 -2.39
H -1.47 -1.81 -3.65
H -0.43 -3.07 -5.47
H 2.39 -3.73 -6.25
H 1.78 -5.18 -5.46
H 4.42 -3.94 -5.09
H 3.83 -5.40 -4.31
H 5.26 -3.67 -2.20
H 4.47 -2.23 -0.41
H 3.11 -0.54 3.11
H 3.90 -2.03 4.91
H 4.05 -4.46 4.53
H 3.37 -5.40 2.35
H 2.58 -3.92 0.56
H 4.95 -0.41 1.82
H 6.86 0.94 1.16
H 6.82 2.24 -0.93
H 4.83 2.13 -2.40
H 2.91 0.76 -1.76
H -2.35 -3.36 -1.52
H -4.61 -3.59 -2.48
H -6.99 -1.66 -2.87
H -6.13 -1.76 -4.40
H -7.19 0.67 -3.18
H -6.25 0.56 -4.67
H -5.14 2.97 -3.14
H -3.17 3.34 -1.77
H -3.45 4.27 0.22
H -5.33 4.64 1.73
H -5.90 3.00 3.47
H -4.53 0.96 3.73
H -2.60 0.60 2.22
H -1.17 4.44 1.17
H -0.29 6.56 0.30
H 0.51 6.70 -2.02
H 0.40 4.72 -3.49
H -0.50 2.59 -2.63
C 2.15 2.15 3.53
P 0.48 1.49 3.13
C -0.52 2.90 3.76
C 0.21 0.29 4.52
C -1.07 -0.50 4.30
P -1.00 -1.23 2.58
C -0.07 -2.76 3.00
C -2.66 -2.03 2.41
H 2.23 3.16 3.13
H 2.91 1.56 3.04
H 2.33 2.18 4.61
H -0.14 3.23 4.73
H -1.57 2.62 3.85
H -0.45 3.73 3.05
H 0.20 0.82 5.48
H 1.07 -0.40 4.53
H -1.94 0.16 4.38
H -1.18 -1.30 5.04
H -0.67 -3.35 3.70
H 0.88 -2.51 3.46
H 0.10 -3.32 2.09
H -2.99 -2.40 3.38
H -2.53 -2.87 1.73
H -3.41 -1.36 2.00
F 1.76 2.35 0.78
B 2.72 2.88 0.04
F 3.81 3.22 0.67
F 2.44 3.41 -1.12
F 0.93 0.94 -0.91

=====

Entry 2:
18
Properties=species:S:1:pos:R:3 method="wB97M-V/def2-TZVPD" smiles="CCCNC=O.O" homo_lumo_gap_ev=10.600 e_above_lowest_kcal_mol=32.93 e_homo_ev=-9.8
C 2.01 -0.47 -0.17
C 1.06 -1.13 -1.14
C -0.39 -0.97 -0.60
N -0.78 0.46 -0.80
C -2.04 0.80 -0.35
O -2.77 0.02 0.21
H 2.83 -1.12 0.22
H 2.56 0.41 -0.48
H 1.67 -0.30 0.86
H 1.01 -0.54 -2.06
H 1.09 -2.21 -1.26
H -1.13 -1.53 -1.16
H -0.67 -1.22 0.43
H -0.02 1.05 -0.47
H -2.40 1.76 -0.72
O -0.41 1.91 2.29
H -1.19 2.15 2.81
H -0.44 0.94 2.39

=====

Entry 3:
20
Properties=species:S:1:pos:R:3 method="wB97M-V/def2-TZVPD" charge=+1 homo_lumo_gap_ev="6.825 / 6.706" e_above_lowest_kcal_mol=0.00 e_homo_ev="-10.2 / -14.1" multiplicity=3
C 1.36 0.97 0.02
C -0.13 -1.44 -0.54
C -0.91 -0.44 1.90
C -0.07 0.65 -0.46
C -0.95 -0.21 0.25
N -0.27 0.92 -1.73
F -1.81 2.11 0.86
I -3.17 -0.23 -0.16
H 1.99 0.98 -0.82
H 1.25 1.91 0.50
H 1.70 0.22 0.59
H -0.41 -2.40 -0.07
H 0.88 -1.15 -0.88
H -0.60 -1.41 -1.59
H -0.16 -1.25 2.04
H -0.46 0.31 2.49
H -1.92 -0.64 2.18
H -2.59 2.41 1.28
H -1.21 1.02 -2.10
H 0.52 0.95 -2.39

=====

Entry 4:
66
Properties=species:S:1:pos:R:3 method="wB97M-V/def2-TZVPD" charge=-1 homo_lumo_gap_ev=6.034 e_homo_ev=-4.0
Cu 0.15 -1.65 -0.69
S 1.69 -0.96 -2.16
C 2.46 0.36 -1.28
C 3.83 0.29 -1.01
C 4.49 1.30 -0.34
C 3.80 2.44 0.08
C 2.45 2.53 -0.20
C 1.77 1.51 -0.86
As -0.13 1.70 -1.29
C -0.04 3.64 -1.64
C -0.61 4.63 -0.85
C -0.53 5.97 -1.21
C 0.12 6.34 -2.38
C 0.69 5.36 -3.18
C 0.60 4.03 -2.82
C -0.92 1.83 0.50
C -0.21 1.81 1.69
C -0.87 1.93 2.91
C -2.25 2.07 2.95
C -2.97 2.07 1.76
C -2.31 1.94 0.55
H 4.37 -0.59 -1.34
H 5.55 1.21 -0.14
H 4.31 3.24 0.60
H 1.90 3.42 0.10
H -1.11 4.36 0.08
H -0.98 6.73 -0.58
H 0.18 7.39 -2.66
H 1.20 5.64 -4.10
H 1.05 3.27 -3.45
H 0.87 1.67 1.68
H -0.30 1.90 3.83
H -2.76 2.16 3.90
H -4.05 2.15 1.78
H -2.88 1.92 -0.37
B -1.78 -2.18 2.09
N -2.50 -1.51 0.88
C -3.80 -1.19 0.81
C -4.09 -0.84 -0.50
C -2.88 -1.00 -1.17
N -1.93 -1.41 -0.34
N -0.39 -1.55 2.35
C 0.13 -1.19 3.53
C 1.47 -0.87 3.35
C 1.68 -1.06 1.98
N 0.56 -1.48 1.39
H -2.47 -2.00 3.07
H -1.65 -3.37 1.87
H -4.41 -1.22 1.69
H -5.04 -0.51 -0.90
H -2.63 -0.81 -2.21
H -0.48 -1.18 4.42
H 2.18 -0.53 4.08
H 2.56 -0.90 1.38
N 1.19 -9.03 -2.18
C 0.98 -7.93 -1.94
C 0.73 -6.54 -1.64
C 0.27 -6.17 -0.39
C 0.03 -4.82 -0.15
N 0.22 -3.88 -1.07
C 0.67 -4.24 -2.27
C 0.93 -5.56 -2.61
H 0.10 -6.90 0.38
H -0.34 -4.48 0.81
H 0.85 -3.44 -2.97
H 1.30 -5.82 -3.59

=====

Entry 5:
18
Properties=species:S:1:pos:R:3 method="wB97M-V/def2-TZVPD" smiles="[H]/N=C(/C[C@@H](C)O)NO" homo_lumo_gap_ev=8.963 e_above_lowest_kcal_mol=194.22 e_homo_ev=-8.7
H -3.41 -1.05 0.84
N -2.48 -1.22 0.40
C -1.76 -0.40 -0.06
C -0.40 -0.42 -0.57
C 0.97 -0.14 0.45
C 2.36 -0.78 -0.26
O 1.23 1.19 0.61
N -1.86 0.95 0.23
O -0.90 1.71 -0.63
H -0.25 -1.45 -1.13
H -0.77 0.23 -1.52
H 0.68 -0.62 1.47
H 2.36 -1.89 -0.17
H 2.14 -0.46 -1.24
H 3.41 -0.12 -0.06
H 1.30 1.34 1.72
H -2.71 1.41 0.21
H 0.09 1.73 -0.29

=====

Entry 6:
20
Properties=species:S:1:pos:R:3 method="wB97M-V/def2-TZVPD" smiles="CC(C)=C[C@H](S)CO" homo_lumo_gap_ev=9.690 e_above_lowest_kcal_mol=20.59 e_homo_ev=-9.0
C -2.42 -0.81 -0.91
C -1.33 -0.07 -0.15
C -1.84 1.19 0.49
C -0.05 -0.49 -0.12
C 1.17 0.24 0.35
S 1.88 1.49 -0.81
C 2.26 -0.77 0.64
O 2.65 -1.42 -0.53
H -2.52 -0.25 -1.85
H -3.34 -0.73 -0.30
H -2.16 -1.88 -1.09
H -2.39 0.93 1.41
H -2.52 1.73 -0.15
H -1.00 1.87 0.79
H 0.21 -1.46 -0.55
H 0.96 0.79 1.27
H 2.60 2.12 0.12
H 1.81 -1.56 1.27
H 3.08 -0.28 1.19
H 2.94 -0.67 -1.08

=====

| no. | energy (eV) |
| --- | --- |
| 1 | -152815.091 |
| 2 | -9910.814 |
| 3 | -17675.753 |
| 4 | -157466.305 |
| 5 | -11378.481 |
| 6 | -19298.493 |